Record 1
C24H35N7O2 | the ωB97M-V functional and the def2-TZVPD basis

Its SMILES is CNC(=O)[C@H](Cc1ccccc1)NC(C)=O.Nc1nc(NC2CC2)cc(N2CCCCC2)n1. The value obtained for the HOMO energy is -7.91 eV. The energy comes out at -39983.1662 eV. Its charge is 0. The value obtained for the HOMO-LUMO gap is 8.5 eV.

Each line ends with the natural charge from an NBO analysis.
Atoms and positions in Å:
H  0.212  -1.942  3.119  0.2227
H  1.357  5.308  -7.630  0.2431
C  -0.670  1.644  -3.742  0.6705
N  -0.105  -4.587  2.979  -0.5978
H  3.356  -1.680  -0.349  0.2130
C  1.128  3.860  -6.082  0.6738
N  -2.970  -1.991  4.082  -0.6015
C  1.575  2.631  -3.088  -0.4445
H  -0.443  3.989  -4.818  0.4172
C  1.319  -4.329  2.774  -0.0666
H  0.476  0.185  3.614  0.1950
O  2.133  3.267  -6.452  -0.6462
C  -0.458  0.558  3.181  -0.2052
H  1.159  1.528  -4.883  0.2303
H  3.075  -5.474  1.975  0.2202
N  0.380  3.457  -5.057  -0.6071
H  0.934  -3.553  0.701  0.2306
H  0.657  1.662  -0.682  0.2178
N  -4.284  -3.768  4.317  -0.7793
C  0.075  -0.741  -4.085  -0.4219
H  2.558  -3.043  1.423  0.2102
H  1.048  3.313  -2.418  0.2207
C  -3.101  -3.282  3.961  0.5788
H  -1.741  0.039  -3.299  0.4101
N  -0.848  0.319  -3.677  -0.5976
H  -4.768  -3.113  4.912  0.3902
C  -1.811  2.689  2.886  -0.4029
C  2.035  -5.208  1.765  -0.4208
C  -1.030  -3.650  3.343  0.4536
H  0.342  2.523  2.764  0.2192
C  1.940  -0.047  -0.371  -0.2004
N  -2.193  -4.166  3.648  -0.5894
H  -2.316  1.277  5.300  0.1794
H  0.902  -0.813  -3.377  0.2125
H  0.679  5.947  -6.113  0.2249
C  2.998  -0.816  -0.888  -0.2264
C  -2.675  0.798  4.383  -0.2149
H  -4.204  -4.729  4.612  0.3895
C  -0.765  -2.312  3.381  -0.4932
H  -3.450  1.349  2.464  0.2066
H  1.887  -4.012  3.659  0.2036
N  -1.616  -0.091  3.841  -0.4288
C  0.647  2.257  -4.256  -0.1301
C  2.078  1.440  -2.298  0.0717
C  1.478  1.080  -1.076  -0.2537
H  -0.330  4.950  -7.195  0.2252
H  1.448  -5.980  1.258  0.2230
C  -0.477  2.082  3.340  -0.4057
H  2.441  3.166  -3.482  0.2332
C  0.674  5.107  -6.805  -0.7047
C  3.596  -0.458  -2.108  -0.2092
H  1.479  -0.327  0.565  0.2134
C  1.726  -3.752  1.430  -0.4307
H  -0.308  2.328  4.394  0.2005
H  -0.434  -5.540  3.089  0.4046
H  -3.590  0.261  4.651  0.2447
O  -1.573  2.383  -3.364  -0.6508
H  -3.798  2.525  3.734  0.2089
H  0.465  -0.549  -5.086  0.2035
H  4.412  -1.047  -2.504  0.2163
H  -0.452  -1.697  -4.096  0.2154
H  3.602  0.946  -3.748  0.2212
C  -1.790  -1.482  3.770  0.4752
C  -3.027  1.859  3.335  -0.4102
C  3.139  0.670  -2.810  -0.2429
H  -1.893  3.705  3.286  0.2067
H  -1.822  2.765  1.793  0.2035
H  -0.467  0.313  2.114  0.1823


Record 2
C2H6OS2Si | the ωB97M-V functional and the def2-TZVPD basis

Its SMILES is C=C[Si@@H](S)OS. The value obtained for the HOMO energy is -9.09 eV. The energy comes out at -33766.3269 eV. Its charge is 0. The value obtained for the HOMO-LUMO gap is 9.4 eV.

Each line ends with the natural charge from an NBO analysis.
Atoms and positions in Å:
H  2.295  1.810  1.351  0.2101
S  -2.502  0.786  0.275  0.3095
H  2.265  -0.460  0.015  0.2238
H  0.654  1.966  0.545  0.1910
S  -0.732  -2.361  -0.342  -0.4305
O  -1.310  0.744  -0.876  -1.0499
C  1.380  0.204  0.155  -0.6896
Si  -0.078  -0.361  -0.890  1.4821
H  -1.193  -2.235  0.852  0.1348
H  0.327  -0.759  -2.464  -0.1545
H  -2.563  -0.673  0.560  0.1006
C  1.456  1.338  0.819  -0.3275


Record 3
C50H52N4O3PZn | the ωB97M-V functional and the def2-TZVPD basis

The value obtained for the HOMO energy is -2.12 eV. The energy comes out at -122503.6292 eV. Its charge is -1. The value obtained for the HOMO-LUMO gap is 4.3 eV.

Each line ends with the Mulliken charge.
Atoms and positions in Å:
C  3.781  2.246  -3.900  -0.8532
C  1.009  2.816  1.932  1.1345
C  -5.115  -1.192  2.605  -1.3738
C  2.479  -2.148  1.661  -0.3313
H  -6.531  2.967  -0.723  0.2619
C  3.583  1.458  -2.772  0.3313
C  3.654  -1.666  -3.317  -0.7546
H  6.215  -3.103  2.080  0.3886
C  1.316  1.818  -0.265  1.0459
H  3.333  -5.009  -2.896  0.3926
H  2.106  -0.102  -5.361  0.4705
H  2.628  -5.902  3.214  0.3759
H  -4.926  4.268  2.493  0.2774
H  -6.186  -1.415  2.692  0.4220
C  -3.714  1.439  3.918  -1.5201
H  -2.677  1.796  3.885  -0.0170
P  2.082  0.491  -2.442  1.1931
H  -3.200  3.907  2.492  0.2042
N  -0.714  -0.488  0.960  1.6594
H  1.456  4.409  4.033  0.3731
N  1.233  0.422  1.751  0.7441
C  -1.924  -2.612  1.305  0.5594
C  0.951  4.086  1.372  -0.5016
C  -5.360  0.494  0.687  0.5892
C  -4.123  3.795  1.912  -1.5026
C  1.178  1.688  1.127  -1.8303
C  2.101  -5.101  3.741  -1.1007
C  1.692  -2.185  -2.013  -0.3920
O  1.807  -4.022  2.881  -0.2012
C  4.533  1.476  -1.750  -0.1315
C  0.667  3.658  4.124  -0.9652
C  3.105  -3.953  -2.820  -0.7564
H  -5.415  -1.387  -0.376  0.1401
H  -2.972  -2.543  -2.409  0.4618
H  4.824  -3.347  -3.954  0.4079
H  -4.698  -1.245  3.614  0.3119
H  0.445  0.375  -7.124  0.4024
H  -0.752  -1.142  3.691  0.1292
H  -1.673  1.514  -6.550  0.3902
H  -5.339  2.079  -1.670  0.3560
H  -3.686  -4.429  -0.949  0.3883
C  1.062  4.209  -0.008  -1.2365
H  5.577  -1.101  0.764  0.4414
H  -4.871  3.552  -0.839  0.2965
H  -0.481  1.707  -2.444  -0.0798
C  3.476  -1.380  1.073  1.0118
H  0.984  5.191  -0.457  0.3647
C  1.191  0.427  -5.116  -0.4791
H  3.037  2.267  -4.686  0.4498
N  1.114  -1.891  1.520  0.8452
H  3.170  -0.524  0.488  -0.1263
C  -0.261  1.444  -3.475  0.2230
C  -1.727  -1.572  3.457  -0.7461
H  -2.350  -0.818  2.979  0.2153
O  0.895  2.559  3.270  -0.3652
C  1.981  -3.535  -2.119  -0.3755
H  6.753  3.649  -3.086  0.3689
H  -1.570  -0.732  -1.468  0.3991
H  -6.098  -0.030  -1.266  0.3541
C  0.487  -0.654  1.359  -2.3942
Zn  -2.284  1.810  0.140  0.2519
H  0.781  4.960  1.980  0.4154
H  5.071  3.639  -4.895  0.4085
H  1.330  -4.258  -1.645  0.5240
H  0.664  3.261  5.137  0.2746
C  -1.200  1.692  -4.468  -1.1338
C  -1.471  -1.567  0.483  0.3545
C  4.187  -3.631  2.535  -0.4768
C  5.869  3.030  -3.000  -0.5671
C  -6.002  -0.468  -0.270  -1.4855
C  -4.306  1.297  2.544  1.0143
C  5.673  2.254  -1.865  -0.7224
C  -3.066  -3.632  -0.557  -0.6808
H  4.470  -4.511  3.093  0.4152
C  -2.666  -2.583  -1.371  -1.2884
H  6.397  2.269  -1.061  0.4401
C  4.816  -1.714  1.231  -0.9026
H  4.320  -0.937  -3.763  0.4481
H  1.144  -5.474  4.095  0.2340
C  -0.939  1.320  -5.777  -0.5742
H  -4.272  2.150  4.541  0.4410
H  -3.015  -4.425  1.450  0.3971
C  -5.092  1.855  0.466  0.6697
C  -4.415  2.355  1.606  -0.3966
C  2.852  -3.291  2.390  0.1844
H  -0.301  4.123  3.917  0.2927
O  -1.574  -2.727  2.627  -0.6016
C  5.174  -2.834  1.958  -0.8840
H  -4.676  -2.012  2.026  0.1173
C  1.237  3.106  -0.815  -0.5312
H  0.502  -2.654  1.768  0.4325
H  -2.201  -1.914  4.377  0.3861
H  2.705  -4.771  4.591  0.4003
H  -2.138  2.162  -4.200  0.5470
C  2.532  -1.247  -2.611  0.6087
C  0.936  0.818  -3.800  0.3309
H  1.985  0.252  2.396  0.4670
H  0.834  -1.848  -1.445  0.1563
C  -4.889  0.152  1.974  0.8326
H  4.364  0.892  -0.852  0.2007
H  1.287  3.222  -1.892  0.3604
N  1.487  0.663  -1.009  1.0763
C  0.255  0.683  -6.103  -0.6995
C  -1.886  -1.563  -0.850  -0.2216
C  3.942  -3.022  -3.418  -0.6744
H  -3.992  4.384  1.001  0.3051
C  -5.481  2.650  -0.746  -1.6452
C  4.925  3.026  -4.015  -0.6666
C  -2.697  -3.637  0.778  -0.8568
H  -7.010  -0.772  0.045  0.2766
H  -3.708  0.487  4.453  0.3998